(1)
The following is a DFT calculation (ωB97M-V/def2-TZVPD) of 2 unconnected molecules or ions with the total composition C4H8NO2 in a non-equilibrium geometry.

```
15
Properties=species:S:1:pos:R:3:lowdin_charge:R:1
C 0.797 0.698 0.359 -0.10
C 0.099 -0.621 0.800 -0.52
C -0.323 -1.443 -0.351 0.02
C -1.409 -1.155 -1.180 -0.31
O -0.100 3.143 -0.904 -0.55
O -1.937 -1.867 -2.046 -0.01
N 1.185 -1.061 1.657 0.05
H 1.739 0.494 -0.136 0.07
H 0.167 1.321 -0.325 0.02
H 0.960 1.360 1.246 0.09
H 0.373 3.937 -1.179 -0.18
H -1.812 -0.124 -0.978 0.14
H 0.216 -2.387 -0.428 0.11
H -0.847 -0.389 1.317 0.18
H 0.892 -1.906 2.149 -0.01
```

Summary:
- multiplicity = 1
- HOMO level (Eh) = -0.111
- charge = -1
- ΔE to the lowest compared entry with this formula, charge and spin (kcal/mol) = 187.0

=====

(2)
The following is a DFT calculation (ωB97M-V/def2-TZVPD) of a molecular structure, C20H28BF6N2O22Tl in a non-equilibrium geometry.

```
80
Properties=species:S:1:pos:R:3:lowdin_charge:R:1
Tl 1.177 3.112 0.754 1.33
B -0.560 0.773 0.272 -0.30
H 0.297 0.944 -0.362 0.00
H -1.040 -0.162 0.032 0.01
H -0.159 0.696 1.271 0.03
H -1.235 1.615 0.255 0.05
C -0.550 3.005 -5.612 -0.05
C -1.954 2.667 -5.008 -0.26
O -1.712 2.491 -3.607 0.12
C -0.518 3.062 -3.329 -0.53
O -0.039 3.190 -2.265 0.14
O 0.063 3.487 -4.469 0.09
F -2.242 1.468 -5.505 0.08
H -0.492 3.710 -6.442 0.15
H -0.104 2.111 -6.047 0.14
H -2.762 3.356 -5.255 0.18
C 4.131 0.027 -4.178 -0.02
C 2.915 -0.788 -4.006 -0.35
O 2.087 0.084 -3.340 0.12
C 2.810 1.008 -2.637 -0.49
O 2.336 1.705 -1.757 0.08
O 4.040 0.999 -3.130 0.12
F 3.123 -1.828 -3.193 0.10
H 4.088 0.640 -5.079 0.16
H 5.054 -0.553 -4.179 0.16
H 2.369 -1.119 -4.890 0.19
C 0.408 -3.209 -1.802 -0.03
C 0.446 -2.395 -0.499 -0.23
O 1.540 -2.853 0.290 0.13
C 2.051 -3.915 -0.360 -0.50
O 3.002 -4.606 0.059 0.13
O 1.258 -4.256 -1.377 0.10
F -0.758 -2.771 0.161 0.03
H 0.904 -2.808 -2.686 0.12
H -0.589 -3.502 -2.131 0.15
H 0.521 -1.340 -0.761 0.13
C -3.743 -2.379 1.927 -0.04
C -3.850 -0.868 2.146 -0.32
O -2.906 -0.601 3.132 0.11
C -2.621 -1.761 3.801 -0.48
O -1.990 -1.817 4.835 0.18
O -3.099 -2.824 3.109 0.11
F -5.053 -0.621 2.708 0.09
H -3.142 -2.446 1.019 0.11
H -4.693 -2.852 1.679 0.16
H -3.684 -0.244 1.268 0.14
C 5.008 -1.790 -0.195 -0.06
C 5.056 -2.041 1.321 -0.25
O 4.517 -0.823 1.807 0.19
C 3.753 -0.336 0.918 -0.51
O 2.856 0.517 1.135 0.04
O 3.930 -0.934 -0.300 0.07
F 6.341 -1.973 1.661 0.12
H 4.835 -2.706 -0.761 0.14
H 5.968 -1.378 -0.506 0.16
H 4.467 -2.864 1.726 0.18
C -3.862 2.706 4.749 -0.05
C -2.937 3.692 5.340 -0.32
O -2.151 4.198 4.307 0.16
C -2.115 3.178 3.356 -0.42
O -1.460 3.123 2.340 0.09
O -3.099 2.282 3.655 0.09
F -2.071 3.026 6.169 0.07
H -4.724 3.259 4.376 0.16
H -4.167 1.951 5.474 0.17
H -3.351 4.497 5.946 0.19
C -2.507 -0.133 -2.565 0.05
N -3.386 -0.946 -1.657 -0.38
O -4.193 -0.291 -1.019 0.08
O -3.235 -2.193 -1.688 0.06
H -3.098 0.523 -3.204 0.10
H -1.991 -0.879 -3.171 0.10
H -1.818 0.456 -1.959 0.07
C 1.261 -0.867 3.763 0.09
N 1.070 0.491 4.243 -0.36
O 1.145 0.685 5.442 0.20
O 0.906 1.415 3.453 0.08
H 2.264 -0.874 3.335 0.10
H 0.441 -1.065 3.074 0.11
H 1.221 -1.536 4.623 0.13
```

Summary:
- multiplicity = 1
- HOMO level (Eh) = -0.580
- charge = +2
- ΔE to the lowest compared entry with this formula, charge and spin (kcal/mol) = 55.9

=====

Number 1: orbital gap 3.4 eV. Number 2: orbital gap 2.7 eV.